DFT (ωB97M-V/def2-TZVPD) results for 2 unconnected molecules or ions with the total composition C10H8IO2 at a distorted geometry.

Geometry as XYZ:
```
21
Properties=species:S:1:pos:R:3:forces:R:3:lowdin_charge:R:1
I 1.586333 1.963570 3.164826 -0.4 -0.8 -0.6 0.4025
O 2.165581 -1.493383 -2.337583 0.3 -1.1 0.4 0.0954
O 4.003165 -3.068449 -1.781845 -1.9 1.5 -0.3 0.1122
C 1.280681 0.285000 1.669640 1.4 -0.3 1.4 -0.5754
C 2.910475 -0.773699 -1.327353 1.2 0.2 0.5 -0.1896
C 3.294812 -2.090803 -1.738599 1.0 0.9 0.1 -0.3541
C -0.003283 -1.144399 0.299863 1.5 -0.6 1.6 -0.1182
C -2.124385 -0.489094 -0.600869 -0.4 1.8 0.1 -0.1688
C -2.215977 0.478134 0.379356 1.1 2.2 1.5 -0.1250
C -0.966808 -1.220838 -0.618545 -0.5 -2.8 -3.3 -0.1625
C 2.981759 0.407611 -0.695813 -0.2 -2.0 -0.4 0.0683
C -0.005497 -0.036856 1.156912 2.3 0.7 1.0 -0.4608
C -1.113995 0.784459 1.211130 -1.8 0.1 1.0 -0.1123
H -1.114857 1.508787 2.082279 -0.4 -0.5 -1.5 0.0603
H 0.833032 -1.831684 0.517122 -0.5 0.1 -1.1 0.1150
H 2.121427 1.031816 -0.563440 -0.2 0.5 -0.4 0.0548
H -2.972729 1.258657 0.464595 -0.5 -0.6 -0.4 0.0857
H -2.718876 -0.343843 -1.477129 -0.6 -0.6 -0.3 0.0743
H -0.868387 -1.891239 -1.520623 0.1 0.3 1.2 0.1139
H 2.020543 -0.505151 2.025743 -1.3 1.0 -0.6 0.0102
H 3.846746 0.580947 -0.064420 -0.2 -0.1 0.0 0.0741
```
Forces are in eV/Å.

Values from the calculation:
Charge: -1
Spin multiplicity: 1
Gap between HOMO and LUMO, eV: 5.5
HOMO level, eV: -2.51
Relative energy (zero: lowest compared OMol25 entry of this formula, charge and spin), kJ/mol: 211.8
Calculated total energy, eV: -22691.822
LUMO, eV: 3.0

DFT (ωB97M-V/def2-TZVPD) results for a single C4H4OSe molecule at a distorted geometry.

Geometry as XYZ:
```
10
Properties=species:S:1:pos:R:3:forces:R:3:lowdin_charge:R:1
Se -3.254609 -0.088670 0.052052 0.1 -1.2 -0.1 0.8065
O -0.588969 -0.068849 -0.060076 -2.5 -0.6 0.2 -0.2304
C 1.625739 -0.953972 0.469564 -1.2 1.6 -0.9 0.0565
C 1.750167 -0.381483 -0.685026 0.4 0.1 0.5 0.0227
C -1.621701 0.774166 -0.086437 3.2 0.3 0.3 -0.4972
C 0.761535 0.244720 0.201096 1.2 0.8 0.4 -0.3071
H 2.304478 -0.287577 -1.588739 0.0 -0.1 -0.5 0.0965
H -3.669560 1.238519 -0.187641 -1.2 1.0 -0.1 -0.1815
H 1.756704 -1.703198 1.181297 0.5 -1.0 0.8 0.0862
H 0.936218 1.226345 0.703912 -0.5 -0.8 -0.5 0.1479
```
Forces are in eV/Å.

Values from the calculation:
Spin multiplicity: 1
Gap between HOMO and LUMO, eV: 8.9
HOMO level, eV: -8.12
Relative energy (zero: lowest compared OMol25 entry of this formula, charge and spin), kJ/mol: 425.1
Calculated total energy, eV: -71600.713
LUMO, eV: 0.8

DFT (ωB97M-V/def2-TZVPD) results for 10 unconnected molecules or ions with the total composition C37H88BN3O15PS10 at a distorted geometry.

Geometry as XYZ:
```
155
Properties=species:S:1:pos:R:3:forces:R:3:lowdin_charge:R:1
S 4.510497 -1.481360 -5.972009 0.3 0.1 0.0 0.8038
S 4.621168 -7.655640 6.707041 -0.1 0.0 0.1 0.8380
S 4.004704 0.734267 5.453904 -0.2 0.1 -0.2 0.8123
S -1.623251 0.657429 5.824666 -0.2 0.0 0.0 0.8082
S -4.461627 2.578890 -10.368164 0.1 0.0 0.1 0.7774
S 3.657760 5.706052 6.221289 0.0 0.0 0.1 0.8149
S -3.797653 0.487459 9.737625 0.0 -0.1 0.0 0.8171
S 4.629092 -5.293857 1.533614 -0.1 0.0 0.0 0.8189
S -2.733702 0.567003 -7.557561 0.5 0.4 -0.2 0.9169
S -1.774809 6.225241 -0.403082 0.0 -0.1 -0.1 0.7983
P -5.814602 0.601919 -3.868620 0.0 0.3 1.6 0.7593
O -4.277299 -1.203252 -2.964033 -1.7 0.6 -0.5 -0.1225
O 0.762250 -3.544890 1.189732 -0.6 -1.4 1.3 0.1180
O 3.853201 4.820865 5.038919 -0.1 0.1 0.1 -0.5571
O -6.325334 0.920562 -2.499397 0.2 0.2 -0.7 -0.4474
O 3.719168 1.160674 6.859014 0.0 0.1 -0.1 -0.5813
O -2.138408 -0.416702 -2.688267 0.9 0.6 -1.3 -0.0326
O -1.290161 5.370339 0.711371 -0.1 0.2 0.0 -0.5528
O 4.924513 -6.761269 5.556130 0.1 -0.3 0.6 -0.5604
O -5.602319 3.431333 -9.936356 0.0 -0.1 -0.2 -0.5552
O 1.018540 -1.396612 0.961895 -0.3 0.0 -1.4 -0.0120
O 4.105672 -6.142125 0.426084 0.2 0.0 0.1 -0.5542
O -0.150374 -0.021514 -6.726099 -0.2 2.1 1.8 -0.0008
O -3.527902 1.501730 8.681595 0.1 -0.1 0.2 -0.5603
O -1.306552 0.316793 4.413541 0.1 0.1 0.3 -0.5361
O 3.225365 -2.193020 -5.767607 0.1 -0.1 0.0 -0.5465
N -1.875683 2.937783 -3.722426 -0.5 0.1 -0.6 -0.0973
N 0.430033 -1.723270 -7.902187 1.9 0.5 1.3 0.0316
N -0.815283 -1.377057 -8.209582 -2.5 0.3 -1.0 0.0069
C -5.059489 0.883204 -10.458725 -0.1 -0.1 -0.1 -0.2775
C 1.969597 -4.343607 -1.075422 -0.1 -0.8 0.0 0.0202
C -3.075519 -1.067081 9.187551 0.1 -0.1 0.0 -0.2682
C -1.216140 -0.335132 -7.511295 1.4 -2.1 0.0 -0.6377
C 5.021027 -6.386210 2.907836 0.1 0.1 -0.5 -0.2975
C -4.267771 2.801558 -12.146641 -0.1 0.0 -0.2 -0.2776
C -3.695253 -0.964036 -5.198848 -0.9 1.7 -0.7 -0.1390
C 5.384393 -9.250294 6.362231 0.1 -0.1 0.0 -0.2692
C -2.797928 3.966504 -4.264640 0.1 -0.6 -0.4 -0.1394
C -0.858377 1.126880 1.358848 -0.2 -0.8 0.1 -0.1958
C -2.596000 -3.055245 -2.795890 1.4 -0.5 -0.5 -0.1547
C -4.105966 -0.140511 -3.903158 0.6 -2.5 2.1 -0.4579
C 5.488202 1.602822 4.917150 0.1 0.2 0.1 -0.2705
C 5.811996 -2.526380 -5.300439 0.1 -0.1 0.0 -0.2692
C 1.952531 -3.056615 -0.736179 0.1 0.5 -0.4 -0.0797
C 0.839062 -0.875527 -6.964430 -1.3 -0.6 -1.5 -0.1473
C 2.501098 4.877744 7.324629 0.0 -0.1 0.1 -0.2631
C -2.622572 0.775540 11.072839 0.1 0.0 0.0 -0.2734
C -1.054508 -3.200286 -3.122521 -0.7 -0.6 0.0 -0.1337
C 2.869871 1.628911 4.375038 -0.1 0.1 0.1 -0.2489
C -2.105509 0.835205 0.435341 1.1 0.7 0.4 -0.1777
C -2.465008 2.247796 5.818244 0.0 0.2 0.0 -0.2646
C 1.197641 -2.673970 0.517852 0.8 0.5 0.0 -0.5042
C -2.107115 1.710563 -0.852959 -0.6 -0.4 -0.3 -0.1670
C 4.972364 -1.685617 -7.701245 0.0 -0.1 -0.1 -0.2663
C -2.702605 7.587325 0.330075 -0.1 0.1 0.1 -0.2831
C -3.201111 5.407701 -1.135425 -0.1 -0.1 0.0 -0.2755
C 5.734830 -7.202161 8.048508 0.1 0.0 0.1 -0.2722
C 6.340318 -4.882725 1.134340 0.1 -0.1 -0.1 -0.2771
C -4.066427 -0.220732 -6.552512 0.2 -1.6 0.4 -0.4406
C 2.535079 7.024355 5.725886 -0.1 0.0 -0.1 -0.2718
C -3.333952 1.420891 -1.807121 -0.2 1.3 -0.2 -0.1024
C 0.644422 -0.432204 -0.066586 1.3 1.1 -0.1 -0.1563
C 0.506780 0.938020 0.649858 -0.3 0.0 -0.6 -0.1699
C -2.336033 1.605308 -4.222927 0.6 0.2 0.9 -0.1324
C -2.937743 0.670808 -3.117563 -0.4 -0.7 -0.3 -0.3689
C -0.104345 1.255003 6.582453 0.1 0.1 0.1 -0.2713
B -3.001883 -1.559193 -2.256262 -0.8 0.1 -0.4 -0.6972
H 6.784326 -2.091258 -5.537236 -0.1 0.0 0.0 0.0507
H 6.897332 -5.792755 0.905683 -0.1 0.0 0.0 0.0511
H -4.334272 -1.870357 -5.167450 0.3 0.6 0.1 0.1190
H -3.148194 -1.804034 9.988299 0.0 0.0 0.0 0.0518
H 2.460766 -2.360806 -1.415608 -0.8 0.1 0.3 0.0977
H -4.807946 0.589574 -6.383459 0.7 -0.2 -0.2 0.0423
H 6.764433 -7.194354 7.689133 0.0 0.0 -0.1 0.0567
H -1.179060 1.611834 -1.447380 -0.4 0.0 0.5 0.1001
H -0.889711 0.373666 2.171463 -0.1 0.5 -0.3 0.0770
H 5.663077 -7.199076 2.562904 0.0 0.0 -0.1 0.0594
H -2.862590 1.729311 11.539843 -0.1 0.0 -0.1 0.0472
H -2.654050 -1.328793 -5.156220 -0.4 0.5 0.1 0.1204
H -3.175490 8.171623 -0.460194 0.0 0.0 0.0 0.0471
H 2.986790 3.986882 7.722958 0.1 0.0 -0.1 0.0466
H -3.925580 5.157832 -0.359211 0.1 0.0 0.1 0.0699
H -5.285300 0.545909 -9.448809 0.1 0.1 0.0 0.0294
H -0.628448 -2.273786 -3.557476 -0.1 -0.4 0.5 0.0563
H 0.329562 2.046079 5.970379 -0.1 0.0 0.0 0.0390
H -6.775273 -0.266871 -4.467825 0.7 0.1 -0.6 0.0236
H -2.032626 -0.913961 8.908730 0.0 0.1 0.0 0.0512
H -5.771766 1.779634 -4.692226 -0.1 -0.5 -0.1 0.0007
H 4.865460 -9.702359 5.518588 -0.1 0.1 0.0 0.0514
H -0.318938 1.630188 7.584421 -0.1 0.0 0.0 0.0487
H 3.043706 7.650800 4.995008 0.1 -0.1 0.0 0.0481
H -4.284690 0.247104 -10.887364 0.0 0.0 0.1 0.0571
H 4.256189 -1.139734 -8.313796 0.0 0.0 0.1 0.0486
H -4.577921 -0.974791 -7.189391 0.4 0.6 0.1 0.0688
H 6.795147 -4.364168 1.978917 -0.1 0.0 0.0 0.0481
H 1.605766 4.588197 6.773168 0.0 0.0 -0.1 0.0545
H 1.367430 1.014871 1.348949 -0.6 0.0 -0.2 0.0981
H 2.273033 7.624357 6.597957 0.0 0.0 0.0 0.0499
H -2.006487 8.218825 0.880196 0.1 -0.1 0.0 0.0418
H 1.510020 -0.346683 -0.767646 -0.6 -0.1 0.3 0.1162
H -3.007552 1.088513 1.028436 0.3 -0.3 -0.3 0.1147
H -3.727994 2.426030 -2.092091 -0.1 -0.6 0.1 0.0870
H -1.466888 1.122606 -4.703785 -0.6 -0.1 0.2 0.1171
H 5.518205 -5.820924 3.689809 -0.1 0.1 0.0 0.0319
H 2.924068 2.699945 4.581702 0.2 -0.1 0.0 0.0320
H 5.687334 -2.572809 -4.219642 -0.1 0.1 0.0 0.0507
H 1.746422 -5.148233 -0.358159 -0.4 0.6 -0.5 0.0733
H -2.181676 2.775417 -0.530475 0.2 -0.7 -0.1 0.0862
H -3.436269 2.118258 5.344239 0.0 -0.1 0.0 0.0559
H 6.332410 1.227032 5.494246 -0.1 -0.1 0.0 0.0438
H -4.140018 0.929133 -1.234025 0.4 -0.1 -0.6 0.1138
H 1.858845 1.274292 4.566517 0.1 -0.2 -0.1 0.0273
H -3.519479 2.101884 -12.520350 0.0 0.0 0.1 0.0510
H 4.948633 -2.742449 -7.968451 -0.1 0.0 0.1 0.0602
H 3.127857 1.434127 3.333832 0.0 -0.1 0.0 0.0546
H -1.608384 0.810579 10.673148 0.0 0.0 -0.1 0.0555
H -5.222446 2.636579 -12.647792 0.0 0.0 0.1 0.0533
H -2.709700 -0.021954 11.811275 0.0 0.0 0.0 0.0507
H -3.933056 3.821404 -12.328709 0.0 0.0 0.1 0.0453
H 5.735239 -3.530726 -5.718309 -0.1 0.0 0.0 0.0595
H 1.637188 6.597976 5.277377 0.0 -0.1 0.0 0.0608
H -2.619477 4.956054 -3.810665 0.0 -0.4 -0.4 0.0560
H 4.093575 -6.795858 3.294685 0.0 0.1 0.0 0.0436
H -5.963469 0.841406 -11.068104 0.0 0.1 0.0 0.0564
H 5.373166 2.673883 5.091924 -0.1 0.0 0.0 0.0370
H -2.844581 -3.861904 -2.068562 0.0 0.5 -0.3 0.0807
H -2.604325 2.586982 6.843300 0.0 -0.1 0.0 0.0205
H -0.870884 -4.007208 -3.870960 -0.1 0.4 0.5 0.0559
H -3.140801 -3.320583 -3.734421 0.1 0.4 0.6 0.0712
H 0.597006 0.424161 6.650653 0.0 0.0 0.0 0.0487
H 5.971256 -1.277810 -7.860349 0.0 0.0 0.0 0.0496
H -3.634658 -1.416774 8.321513 0.0 0.1 0.0 0.0544
H -1.877136 2.973625 5.253761 0.0 -0.1 -0.1 0.0574
H 2.157901 -4.671811 -2.106166 0.6 0.3 0.5 0.0769
H -2.671198 3.967428 -5.375069 -0.3 0.5 0.5 0.0835
H 1.800500 -0.774462 -6.435200 -0.9 -0.3 -0.4 0.1020
H 0.663587 1.734802 -0.112251 -0.1 -0.5 0.4 0.1073
H 2.239583 5.547545 8.144800 0.0 0.0 0.0 0.0510
H 5.657580 1.409073 3.857682 -0.1 0.0 0.0 0.0533
H -0.241811 -0.721058 -0.664370 0.3 -0.1 0.6 0.1269
H -3.231977 -1.467201 -1.071340 0.2 -0.3 0.4 0.0994
H 5.626091 -7.914131 8.867235 0.0 0.0 0.0 0.0504
H 6.341860 -4.228058 0.264894 -0.1 0.0 0.0 0.0433
H 5.463356 -6.206827 8.395776 -0.1 0.0 -0.1 0.0503
H -3.656063 6.065737 -1.877242 0.0 0.0 0.0 0.0533
H -3.457326 7.196081 1.013284 0.0 -0.1 0.0 0.0545
H 5.287144 -9.895878 7.235583 0.0 0.0 0.0 0.0508
H -0.554961 -3.514950 -2.186118 0.2 0.5 -0.6 0.0439
H -3.125665 1.797020 -4.985230 0.6 -0.3 0.3 0.0773
H -2.862413 4.492995 -1.622096 0.1 0.0 0.1 0.0076
H -0.986598 3.114428 -4.180787 0.0 0.0 0.3 0.0940
H -3.847502 3.653325 -4.075254 0.6 0.3 0.1 0.0774
H 6.436485 -9.111669 6.110580 0.0 0.1 0.0 0.0574
H -0.930677 2.119435 1.846711 0.1 -0.4 -0.4 0.1037
H -2.099960 -0.253761 0.258781 -0.3 0.6 -0.3 0.0847
```
Forces are in eV/Å.

Values from the calculation:
Charge: -1
Spin multiplicity: 1
Gap between HOMO and LUMO, eV: 5.8
HOMO level, eV: -4.17
Calculated total energy, eV: -193288.089
LUMO, eV: 1.6

Copy entry 1 word for word.
DFT (ωB97M-V/def2-TZVPD) results for 2 unconnected molecules or ions with the total composition C10H8IO2 at a distorted geometry.

Geometry as XYZ:
```
21
Properties=species:S:1:pos:R:3:forces:R:3:lowdin_charge:R:1
I 1.586333 1.963570 3.164826 -0.4 -0.8 -0.6 0.4025
O 2.165581 -1.493383 -2.337583 0.3 -1.1 0.4 0.0954
O 4.003165 -3.068449 -1.781845 -1.9 1.5 -0.3 0.1122
C 1.280681 0.285000 1.669640 1.4 -0.3 1.4 -0.5754
C 2.910475 -0.773699 -1.327353 1.2 0.2 0.5 -0.1896
C 3.294812 -2.090803 -1.738599 1.0 0.9 0.1 -0.3541
C -0.003283 -1.144399 0.299863 1.5 -0.6 1.6 -0.1182
C -2.124385 -0.489094 -0.600869 -0.4 1.8 0.1 -0.1688
C -2.215977 0.478134 0.379356 1.1 2.2 1.5 -0.1250
C -0.966808 -1.220838 -0.618545 -0.5 -2.8 -3.3 -0.1625
C 2.981759 0.407611 -0.695813 -0.2 -2.0 -0.4 0.0683
C -0.005497 -0.036856 1.156912 2.3 0.7 1.0 -0.4608
C -1.113995 0.784459 1.211130 -1.8 0.1 1.0 -0.1123
H -1.114857 1.508787 2.082279 -0.4 -0.5 -1.5 0.0603
H 0.833032 -1.831684 0.517122 -0.5 0.1 -1.1 0.1150
H 2.121427 1.031816 -0.563440 -0.2 0.5 -0.4 0.0548
H -2.972729 1.258657 0.464595 -0.5 -0.6 -0.4 0.0857
H -2.718876 -0.343843 -1.477129 -0.6 -0.6 -0.3 0.0743
H -0.868387 -1.891239 -1.520623 0.1 0.3 1.2 0.1139
H 2.020543 -0.505151 2.025743 -1.3 1.0 -0.6 0.0102
H 3.846746 0.580947 -0.064420 -0.2 -0.1 0.0 0.0741
```
Forces are in eV/Å.

Values from the calculation:
Charge: -1
Spin multiplicity: 1
Gap between HOMO and LUMO, eV: 5.5
HOMO level, eV: -2.51
Relative energy (zero: lowest compared OMol25 entry of this formula, charge and spin), kJ/mol: 211.8
Calculated total energy, eV: -22691.822
LUMO, eV: 3.0